Record 1
Molecular formula: C5H7FO
Method: DFT, ωB97M-V/def2-TZVPD

Element x y z (Å)
C (0.296, -1.581, 0.960)
C (-0.466, -0.302, 1.044)
F (-0.988, -0.128, 2.280)
C (-0.690, 0.644, 0.134)
C (-0.213, 0.678, -1.271)
C (1.141, 1.132, -1.632)
O (0.769, -0.239, -1.714)
H (1.073, -1.603, 1.709)
H (0.749, -1.696, -0.028)
H (-0.396, -2.413, 1.152)
H (-1.296, 1.467, 0.403)
H (-0.990, 0.886, -2.026)
H (1.869, 1.376, -0.824)
H (1.326, 1.616, -2.602)

Calculated values
Gap between HOMO and LUMO, eV: 10.33
Energy above the lowest of the compared OMol25 structures with the same formula, charge and spin, kcal per mole: 26.0
Largest force on an atom, eV/Å: 1.19
Total energy, hartree: -369.7576
HOMO energy, eV: -9.263
E_LUMO, eV: 1.07


Record 2
Molecular formula: BeH12O6
Method: DFT, ωB97M-V/def2-TZVPD

Element x y z (Å)
Be (0.570, 0.047, -0.258)
O (-0.386, -1.317, -0.456)
H (-0.172, -2.237, -0.158)
H (-1.228, -1.322, -0.955)
O (0.761, 0.648, -1.856)
H (1.648, 0.664, -2.351)
H (0.039, 0.866, -2.468)
O (-0.163, 1.345, 0.761)
H (0.220, 1.972, 1.348)
H (-1.011, 1.116, 1.221)
O (2.106, -0.149, 0.218)
H (2.320, 0.057, 1.139)
H (2.760, -0.789, -0.182)
O (-2.161, 0.673, -1.227)
H (-2.208, 1.540, -1.635)
H (-3.001, 0.532, -0.841)
O (0.290, -1.149, 2.296)
H (0.248, -1.056, 3.241)
H (-0.625, -1.449, 2.166)

Calculated values
Gap between HOMO and LUMO, eV: 12.21
Energy above the lowest of the compared OMol25 structures with the same formula, charge and spin, kcal per mole: 2.1
Total charge: +2
Largest force on an atom, eV/Å: 2.47
Total energy, hartree: -472.9180
HOMO energy, eV: -19.555
E_LUMO, eV: -7.34